Record 1
ORCA calculation (ωB97M-V/def2-TZVPD) on a cluster of 2 separate species, H2NOS2 in total at a distorted geometry.

Geometry as ORCA input:
```
! wB97M-V def2-TZVPD RIJCOSX def2/J DEFGRID3
* xyz -1 1
N 0.018 1.961 -0.237
O -0.692 -2.720 -1.239
S 0.691 -0.180 1.780
S -0.211 0.445 0.122
H 0.657 2.475 0.262
H -0.462 -1.981 -0.688
*
```

Properties
HOMO-LUMO gap (alpha / beta): 4.15 / 4.19 eV
energy relative to the best compared isomer or geometry (same formula, charge and spin): 235.0 kJ/mol
DFT total energy: -927.49677 hartree
E_HOMO (alpha / beta): -2.523 / -2.559 eV

How is the electron density shared among the atoms? According to Löwdin, the charges in e are: -0.420 -0.612 0.029 0.396 -0.077 -0.316

---

Record 2
ORCA calculation (ωB97M-V/def2-TZVPD) on a cluster of 2 separate species, C6H12O in total at a distorted geometry.

Geometry as ORCA input:
```
! wB97M-V def2-TZVPD RIJCOSX def2/J DEFGRID3
* xyz 0 1
C -1.649 2.561 0.819
C -0.477 2.431 1.612
C -2.127 1.597 -0.267
C -0.982 0.572 -0.648
C -0.989 -0.577 -1.320
C 0.197 -1.353 -1.682
H -2.080 3.571 0.930
H 0.009 3.267 2.204
H 0.267 1.611 1.623
H -3.092 1.153 0.075
H -2.234 2.182 -1.253
H 0.044 0.834 -0.212
H -2.011 -0.806 -1.720
H -0.305 -2.240 -2.158
H 0.966 -0.857 -2.431
H 0.691 -1.636 -0.737
H 3.880 -4.438 1.491
H 5.318 -3.788 1.537
O 4.573 -4.084 2.138
*
```

Properties
HOMO-LUMO gap: 9.84 eV
energy relative to the best compared isomer or geometry (same formula, charge and spin): 305.1 kJ/mol
DFT total energy: -310.94306 hartree
E_HOMO: -9.116 eV

How is the electron density shared among the atoms? According to Löwdin, the charges in e are: -0.175 -0.019 -0.193 -0.132 -0.244 -0.139 0.083 0.058 0.036 0.112 0.129 0.103 0.114 0.077 0.117 0.074 0.065 0.055 -0.121

---

Record 3
ORCA calculation (ωB97M-V/def2-TZVPD) on the ion C4H12N2 with charge +2 at a distorted geometry.

Geometry as ORCA input:
```
! wB97M-V def2-TZVPD RIJCOSX def2/J DEFGRID3
* xyz 2 1
C -1.134 0.042 0.738
C -0.272 0.560 -0.463
C 1.034 -0.192 -0.589
C 1.540 -0.687 -1.712
N 1.711 -0.582 0.696
N -2.429 0.782 0.834
H -1.372 -0.995 0.519
H -0.636 0.062 1.702
H -0.952 0.535 -1.313
H -0.053 1.632 -0.376
H 2.300 -1.453 -1.751
H 1.229 -0.206 -2.634
H 1.337 -1.457 1.085
H 1.824 0.214 1.320
H 2.660 -0.939 0.507
H -2.825 0.645 1.772
H -2.310 1.796 0.736
H -3.219 0.565 0.214
*
```

Properties
HOMO-LUMO gap: 11.46 eV
energy relative to the best compared isomer or geometry (same formula, charge and spin): 91.9 kJ/mol
DFT total energy: -268.44578 hartree
E_HOMO: -18.647 eV

How is the electron density shared among the atoms? According to Löwdin, the charges in e are: -0.128 -0.110 -0.274 0.164 0.241 0.209 0.146 0.129 0.139 0.137 0.104 0.113 0.188 0.184 0.186 0.189 0.186 0.196

---

Record 4
ORCA calculation (ωB97M-V/def2-TZVPD) on a cluster of 12 separate species, C44H119N7O19 in total at a distorted geometry.

Geometry as ORCA input:
```
! wB97M-V def2-TZVPD RIJCOSX def2/J DEFGRID3
* xyz 0 1
C 5.683 -10.253 0.341
O 4.337 -10.573 0.046
C 3.417 -9.559 0.252
C 2.302 -10.209 1.134
N 1.625 -9.360 2.060
C 2.446 -8.970 3.213
C 1.612 -8.630 4.390
O 0.890 -9.666 4.899
C 0.025 -9.260 6.019
H 6.203 -11.161 0.036
H 5.739 -10.133 1.423
H 5.846 -9.396 -0.312
H 3.023 -9.126 -0.667
H 3.889 -8.818 0.896
H 2.638 -11.081 1.694
H 1.547 -10.589 0.446
H 0.813 -9.829 2.436
H 3.205 -8.202 3.059
H 2.984 -9.832 3.609
H 0.982 -7.832 3.997
H 2.125 -8.120 5.205
H 0.668 -9.008 6.862
H -0.589 -10.106 6.326
H -0.656 -8.421 5.880
C 6.746 -12.152 4.600
O 5.852 -11.274 5.419
C 4.894 -11.975 6.261
C 4.405 -11.023 7.420
N 3.694 -11.816 8.340
C 2.799 -11.102 9.298
C 3.341 -9.899 10.089
O 3.707 -10.458 11.393
C 4.265 -9.552 12.216
H 6.428 -13.183 4.754
H 7.765 -12.106 4.986
H 6.727 -11.934 3.532
H 5.557 -12.682 6.761
H 4.183 -12.460 5.592
H 3.768 -10.189 7.123
H 5.223 -10.599 8.002
H 4.396 -12.268 8.907
H 2.364 -11.810 10.003
H 1.936 -10.840 8.685
H 2.703 -9.023 10.208
H 4.221 -9.520 9.568
H 4.401 -9.911 13.236
H 3.522 -8.834 12.564
H 5.070 -8.979 11.756
C 8.849 -12.548 8.852
O 8.570 -12.086 10.141
C 7.195 -11.724 10.399
C 6.552 -13.078 10.883
N 5.084 -12.834 10.782
C 4.390 -13.804 11.577
C 4.399 -13.466 13.054
O 3.250 -14.045 13.679
C 2.050 -13.336 13.554
H 8.497 -11.815 8.127
H 8.520 -13.568 8.653
H 9.934 -12.643 8.839
H 6.722 -11.452 9.455
H 7.107 -10.917 11.127
H 6.801 -13.293 11.922
H 6.800 -13.948 10.274
H 4.908 -11.880 11.060
H 4.595 -14.852 11.356
H 3.333 -13.720 11.328
H 4.538 -12.436 13.382
H 5.213 -14.050 13.483
H 1.281 -13.997 13.954
H 1.801 -13.185 12.504
H 2.241 -12.494 14.219
C 7.232 -6.932 9.900
O 8.344 -6.024 10.172
C 9.468 -6.255 9.347
C 10.636 -5.315 9.787
N 10.372 -3.949 9.285
C 11.509 -3.058 9.605
C 11.020 -1.613 9.580
O 11.948 -0.699 10.286
C 13.254 -0.545 9.748
H 6.813 -6.466 9.008
H 6.656 -6.771 10.812
H 7.593 -7.943 9.716
H 9.373 -6.110 8.271
H 9.762 -7.282 9.562
H 11.485 -5.716 9.233
H 10.749 -5.497 10.856
H 10.129 -4.047 8.310
H 12.292 -3.125 8.850
H 12.109 -3.319 10.476
H 10.082 -1.533 10.130
H 10.832 -1.179 8.598
H 13.604 -1.574 9.671
H 13.989 -0.015 10.353
H 13.252 -0.068 8.768
C -1.934 -19.836 2.312
O -0.641 -20.292 1.924
C 0.494 -19.774 2.634
C 1.387 -18.718 1.873
N 2.169 -17.907 2.873
C 3.145 -17.023 2.204
C 4.006 -16.206 3.237
O 4.798 -15.260 2.562
C 4.037 -14.089 2.248
H -2.564 -20.090 1.460
H -1.960 -18.747 2.277
H -2.320 -20.303 3.219
H 1.128 -20.593 2.974
H 0.106 -19.420 3.589
H 0.654 -18.056 1.413
H 2.052 -19.054 1.078
H 2.645 -18.615 3.414
H 2.606 -16.325 1.564
H 3.835 -17.464 1.485
H 4.493 -16.864 3.956
H 3.409 -15.640 3.952
H 4.578 -13.383 1.619
H 3.629 -13.525 3.087
H 3.189 -14.414 1.644
C 0.337 -9.439 13.652
O -0.307 -10.653 13.931
C -1.701 -10.383 14.119
C -2.242 -11.709 14.690
N -1.631 -11.937 15.972
C -1.840 -13.283 16.500
C -3.395 -13.566 16.850
O -3.512 -14.874 17.453
C -4.754 -15.034 18.069
H 1.246 -9.893 13.259
H 0.765 -8.948 14.526
H -0.118 -8.778 12.913
H -2.433 -10.173 13.339
H -1.820 -9.504 14.752
H -2.017 -12.533 14.013
H -3.324 -11.720 14.823
H -0.645 -11.770 15.832
H -1.320 -13.330 17.457
H -1.291 -14.001 15.892
H -3.986 -13.751 15.952
H -3.796 -12.663 17.309
H -4.733 -15.997 18.581
H -5.488 -15.021 17.264
H -5.085 -14.286 18.789
C 10.232 -13.956 4.382
O 9.055 -14.685 4.067
C 8.682 -14.748 2.667
C 9.759 -15.540 1.836
N 9.884 -16.921 2.341
C 10.934 -17.760 1.755
C 10.959 -19.238 2.326
O 11.853 -20.113 1.602
C 11.680 -21.518 1.766
H 11.083 -14.541 4.033
H 10.290 -13.628 5.420
H 10.267 -12.978 3.902
H 8.560 -13.757 2.230
H 7.726 -15.252 2.529
H 10.717 -15.023 1.880
H 9.539 -15.594 0.770
H 9.920 -17.014 3.346
H 11.940 -17.341 1.772
H 10.608 -17.832 0.717
H 9.956 -19.595 2.088
H 11.227 -19.306 3.380
H 12.316 -21.804 0.929
H 10.689 -21.955 1.646
H 11.925 -21.793 2.792
O -0.002 -8.527 9.499
H 0.644 -7.859 9.728
H -0.691 -8.431 10.157
O 5.050 -7.519 7.487
H 5.648 -7.626 6.747
H 5.326 -6.702 7.902
O 1.597 -12.548 6.497
H 2.202 -11.956 6.942
H 1.695 -13.382 6.956
O 5.918 -8.732 4.314
H 5.769 -9.576 4.741
H 5.044 -8.431 4.066
C 6.033 -6.965 14.882
C 7.389 -6.630 15.626
O 7.488 -5.273 16.020
H 5.804 -6.367 14.000
H 5.118 -6.924 15.474
H 6.154 -8.024 14.656
H 8.316 -6.792 15.076
H 7.480 -7.228 16.534
H 7.399 -4.722 15.238
*
```

Properties
HOMO-LUMO gap: 8.70 eV
energy relative to the best compared isomer or geometry (same formula, charge and spin): 684.4 kJ/mol
DFT total energy: -3560.06218 hartree
E_HOMO: -8.644 eV

Löwdin population analysis, charges in e, atoms 1 to 99: -0.078 -0.233 -0.207 -0.203 -0.052 -0.219 -0.317 -0.167 -0.054 0.089 0.081 0.095 0.124 0.103 0.109 0.116 0.109 0.111 0.115 0.123 0.122 0.063 0.088 0.086 -0.029 -0.264 -0.131 -0.213 -0.100 -0.145 -0.123 -0.229 -0.176 0.079 0.076 0.080 0.114 0.114 0.123 0.097 0.068 0.117 0.102 0.110 0.103 0.090 0.078 0.089 -0.126 -0.209 -0.149 -0.143 -0.082 -0.204 -0.199 -0.209 -0.103 0.087 0.082 0.089 0.095 0.121 0.110 0.116 0.063 0.136 0.095 0.118 0.117 0.089 0.079 0.092 -0.053 -0.207 -0.242 -0.198 -0.056 -0.220 -0.168 -0.218 -0.119 0.064 0.087 0.086 0.116 0.114 0.109 0.122 0.107 0.102 0.126 0.116 0.116 0.066 0.085 0.082 -0.106 -0.209 -0.201

---

Record 5
ORCA calculation (ωB97M-V/def2-TZVPD) on a cluster of 2 separate species, C11H15N in total at a distorted geometry.

Geometry as ORCA input:
```
! wB97M-V def2-TZVPD RIJCOSX def2/J DEFGRID3
* xyz 0 1
C -1.544 -1.414 2.262
C 0.067 0.392 1.358
C -1.270 -0.153 1.520
C -0.011 1.609 0.659
C -2.092 0.750 0.878
C 1.343 -0.203 1.435
C 1.109 2.192 0.065
C 2.414 0.327 0.755
C 2.300 1.506 -0.023
N -1.350 1.860 0.525
H 1.334 -1.237 1.772
H -1.567 -2.265 1.577
H -2.408 -1.433 2.922
H -3.106 0.686 0.521
H -1.745 2.720 0.168
H 1.037 3.140 -0.465
H 3.405 -0.101 0.851
H 3.081 1.842 -0.687
H -0.772 -1.490 3.038
C 0.189 -1.540 -1.789
C -0.277 -0.663 -2.953
H 0.085 -1.040 -0.823
H -0.396 -2.458 -1.860
H 1.235 -1.844 -1.809
H -0.828 -1.147 -3.750
H 0.541 -0.268 -3.566
H -0.775 0.231 -2.581
*
```

Properties
HOMO-LUMO gap: 8.77 eV
energy relative to the best compared isomer or geometry (same formula, charge and spin): 106.2 kJ/mol
DFT total energy: -482.87471 hartree
E_HOMO: -7.820 eV

How is the electron density shared among the atoms? According to Löwdin, the charges in e are: -0.052 -0.167 -0.228 -0.225 -0.044 -0.051 -0.036 -0.105 -0.088 0.062 0.111 0.081 0.072 0.118 0.152 0.106 0.096 0.098 0.080 -0.145 -0.163 0.039 0.061 0.063 0.053 0.058 0.054

---

Record 6
ORCA calculation (ωB97M-V/def2-TZVPD) on an isolated molecule of C16H24N6O2 at a distorted geometry.

Geometry as ORCA input:
```
! wB97M-V def2-TZVPD RIJCOSX def2/J DEFGRID3
* xyz 0 1
C 3.466 2.781 -0.230
H 2.527 3.285 -0.458
H 3.708 2.937 0.825
H 4.267 3.184 -0.857
O 3.234 1.417 -0.506
C 4.189 0.496 -0.184
C 5.444 0.809 0.320
C 6.346 -0.199 0.619
C 6.006 -1.524 0.421
C 4.754 -1.839 -0.081
C 3.839 -0.849 -0.391
C 2.485 -1.185 -0.958
N 1.429 -0.605 -0.156
C 0.281 -1.222 0.136
O -0.014 -2.355 -0.175
C -0.677 -0.327 0.959
N -0.751 0.989 0.407
C -1.653 1.524 -0.451
N -1.254 2.743 -0.740
N -0.125 2.939 -0.078
N 0.191 1.917 0.607
C -2.846 0.811 -0.967
N -3.585 0.189 0.124
C -4.238 1.222 0.908
H -3.504 1.992 1.147
H -4.604 0.806 1.842
H -5.068 1.703 0.372
C -4.473 -0.874 -0.369
C -5.556 -1.247 0.642
H -6.267 -0.440 0.795
H -5.108 -1.516 1.596
H -6.104 -2.108 0.267
C -3.648 -2.130 -0.666
H -2.832 -1.943 -1.358
H -4.287 -2.893 -1.102
H -3.221 -2.522 0.254
H -4.973 -0.540 -1.297
H -3.456 1.532 -1.536
H -2.501 0.038 -1.659
H -1.679 -0.761 0.956
H -0.293 -0.259 1.980
H 1.572 0.365 0.104
H 2.325 -2.265 -0.985
H 2.417 -0.791 -1.982
H 4.481 -2.872 -0.238
H 6.709 -2.308 0.656
H 7.318 0.060 1.009
H 5.730 1.837 0.479
*
```

Properties
HOMO-LUMO gap: 9.48 eV
energy relative to the best compared isomer or geometry (same formula, charge and spin): 8.3 kJ/mol
DFT total energy: -1103.07597 hartree
E_HOMO: -8.682 eV

How is the electron density shared among the atoms? According to Löwdin, the charges in e are: -0.075 0.073 0.100 0.097 -0.115 -0.224 -0.019 -0.085 -0.093 -0.035 -0.134 -0.099 0.087 -0.474 0.062 -0.018 -0.055 -0.289 0.077 -0.032 0.042 -0.123 -0.206 -0.079 0.087 0.082 0.097 -0.424 -0.070 0.070 0.086 0.081 -0.057 0.064 0.080 0.083 0.143 0.136 0.125 0.111 0.141 0.098 0.124 0.139 0.114 0.100 0.104 0.103

---

Record 7
ORCA calculation (ωB97M-V/def2-TZVPD) on a cluster of 7 separate species, C52H58BBrNO29P in total at a distorted geometry.

Geometry as ORCA input:
```
! wB97M-V def2-TZVPD RIJCOSX def2/J DEFGRID3
* xyz 0 1
C 5.032 1.554 3.080
C 3.707 1.112 2.374
C 3.605 1.570 0.890
C 3.521 0.384 -0.141
C 4.843 0.380 -0.949
P 1.925 0.416 -1.170
Br -0.124 0.526 -2.479
C 0.820 0.293 0.345
C 0.957 -1.020 1.150
C -0.240 -1.138 2.125
C -0.118 -2.446 2.960
C 0.250 -2.201 4.428
O -0.589 -1.179 4.980
C -0.120 -0.735 6.172
C -0.582 0.639 6.628
O 0.611 -1.391 6.856
C 2.435 -1.014 -2.259
C 2.732 -2.347 -1.523
C 1.742 -3.466 -1.891
N 1.434 -4.454 -0.887
O 1.249 -3.580 -2.970
C 2.249 2.123 -1.853
B 1.064 3.153 -1.530
O 0.596 3.971 -2.566
O 0.473 3.314 -0.272
H 5.530 0.693 3.534
H 5.746 1.994 2.378
H 4.778 2.293 3.844
H 2.870 1.558 2.925
H 3.616 0.029 2.496
H 2.777 2.275 0.770
H 4.529 2.122 0.676
H 3.557 -0.520 0.480
H 5.664 0.398 -0.218
H 5.005 -0.529 -1.537
H 4.987 1.253 -1.591
H -0.221 0.349 0.035
H 0.956 1.148 1.016
H 1.902 -1.110 1.692
H 0.842 -1.862 0.453
H -1.126 -1.266 1.492
H -0.350 -0.248 2.748
H 0.623 -3.087 2.470
H -1.055 -3.017 2.947
H 1.320 -1.981 4.504
H 0.088 -3.114 5.014
H -1.072 1.161 5.803
H -1.266 0.494 7.466
H 0.267 1.227 6.974
H 1.639 -1.227 -2.971
H 3.304 -0.779 -2.880
H 2.753 -2.291 -0.434
H 3.715 -2.725 -1.834
H 1.674 -4.091 0.033
H 2.100 -5.211 -1.036
H 2.224 1.996 -2.943
H 3.250 2.502 -1.616
H -0.165 3.575 -3.002
H 1.169 3.609 0.325
C 0.825 6.544 2.167
C 1.865 5.885 2.684
C 2.523 6.318 3.954
O 3.454 5.662 4.381
C 2.016 7.514 4.618
C 0.978 8.179 4.100
C 0.303 7.730 2.843
O -0.646 8.366 2.429
O 0.482 9.280 4.672
O 2.385 4.798 2.096
H 0.342 6.238 1.249
H 2.510 7.828 5.527
H -0.258 9.562 4.104
H 3.128 4.518 2.663
C -0.912 5.595 -6.825
C -0.706 6.605 -7.677
C -0.236 7.949 -7.210
O -0.050 8.822 -8.035
C -0.025 8.147 -5.778
C -0.233 7.136 -4.930
C -0.679 5.793 -5.399
O -0.829 4.938 -4.552
O -0.058 7.239 -3.607
O -0.907 6.479 -8.992
H -1.250 4.621 -7.148
H 0.301 9.124 -5.449
H -0.271 6.353 -3.249
H -0.686 7.347 -9.376
C -0.434 -4.205 -8.951
C -1.236 -3.936 -7.916
C -0.706 -3.801 -6.523
O -1.484 -3.537 -5.628
C 0.726 -3.999 -6.309
C 1.525 -4.271 -7.344
C 1.000 -4.380 -8.740
O 1.781 -4.612 -9.644
O 2.843 -4.463 -7.199
O -2.554 -3.769 -8.060
H -0.805 -4.302 -9.962
H 1.096 -3.916 -5.296
H 3.182 -4.639 -8.094
H -2.892 -3.584 -7.165
C -4.231 -6.968 4.094
C -3.239 -6.087 3.936
C -2.559 -5.898 2.616
O -1.674 -5.066 2.529
C -2.988 -6.725 1.497
C -3.978 -7.613 1.653
C -4.677 -7.781 2.968
O -5.589 -8.581 3.057
O -4.386 -8.384 0.645
O -2.799 -5.324 4.940
H -4.733 -7.110 5.041
H -2.477 -6.590 0.554
H -5.098 -8.947 0.997
H -2.086 -4.777 4.564
C 0.867 10.760 1.451
C 0.093 11.743 1.921
C -1.180 12.137 1.239
O -1.851 13.026 1.726
C -1.552 11.433 0.017
C -0.776 10.452 -0.456
C 0.484 10.040 0.240
O 1.140 9.128 -0.224
O -1.078 9.781 -1.570
O 0.403 12.430 3.024
H 1.787 10.466 1.937
H -2.465 11.736 -0.476
H -0.359 9.132 -1.694
H -0.318 13.075 3.143
C -5.577 -13.524 3.903
C -5.151 -12.300 3.571
C -4.489 -12.029 2.251
O -4.123 -10.899 1.980
C -4.301 -13.152 1.337
C -4.727 -14.373 1.674
C -5.406 -14.638 2.979
O -5.786 -15.768 3.220
O -4.572 -15.428 0.869
O -5.297 -11.261 4.394
H -6.056 -13.731 4.849
H -3.809 -12.950 0.396
H -4.964 -16.182 1.346
H -4.936 -10.486 3.927
*
```

Properties
HOMO-LUMO gap: 7.06 eV
DFT total energy: -7193.30187 hartree
E_HOMO: -8.900 eV

Löwdin population analysis, charges in e, atoms 1 to 99: -0.088 -0.226 -0.207 -0.437 -0.100 0.735 0.401 -0.307 -0.234 -0.166 -0.158 -0.176 -0.006 -0.532 0.025 0.105 -0.300 -0.144 -0.488 0.119 0.099 -0.214 -0.753 0.088 0.116 0.067 0.064 0.063 0.097 0.084 0.067 0.097 0.079 0.082 0.061 0.075 0.026 0.087 0.092 0.095 0.121 0.113 0.110 0.080 0.130 0.124 0.080 0.090 0.088 0.011 0.093 0.077 0.127 0.060 0.096 0.074 0.075 0.065 0.062 0.092 -0.222 -0.312 0.112 0.082 -0.234 -0.309 0.114 0.114 0.092 0.140 0.138 0.113 0.112 0.084 -0.234 -0.314 0.110 0.079 -0.227 -0.296 0.108 0.110 0.112 0.138 0.135 0.110 0.118 0.073 -0.237 -0.306 0.123 0.085 -0.235 -0.319 0.104 0.103 0.109 0.134 0.110